{"formula": "C24H35F16IO5", "method": "ωB97M-V with the def2-TZVPD basis set", "species": ["H", "H", "C", "C", "C", "C", "F", "H", "C", "H", "I", "H", "F", "C", "C", "C", "H", "C", "F", "F", "H", "C", "C", "H", "H", "H", "F", "C", "F", "H", "H", "H", "F", "H", "C", "F", "C", "O", "C", "F", "C", "C", "F", "H", "F", "H", "H", "H", "F", "H", "C", "H", "H", "H", "C", "H", "O", "F", "O", "O", "H", "H", "F", "H", "C", "H", "H", "C", "F", "O", "H", "C", "H", "C", "H", "F", "H", "H", "H", "H", "C"], "positions_angstrom": [[3.05171, 2.33029, 3.85310], [3.79068, 0.26356, 4.18358], [1.94892, 3.87710, 0.75387], [-3.53708, -0.20031, -6.31296], [3.19770, -4.45421, 5.40592], [-0.32437, 1.08682, 1.21421], [-5.62401, 2.02403, -7.38532], [-2.14084, 0.54750, 2.09495], [1.99795, 2.05152, 3.84580], [2.77416, -2.57062, 7.39203], [0.43931, -0.91139, 0.81423], [4.75396, -5.88882, 9.98117], [-6.79652, 2.10188, -9.22309], [-2.57157, 0.64672, 0.00923], [3.27073, -4.50505, 9.22223], [3.94091, -5.88771, 9.25217], [4.41349, -1.99987, 7.48028], [-4.80462, -0.68007, -5.58966], [2.69284, -5.43335, 6.17838], [3.79160, -5.03404, 4.33653], [1.19543, 4.30480, 2.68429], [1.07847, 0.81713, -2.97535], [2.77716, -0.13682, 4.09047], [3.12338, 1.88172, -1.77131], [-4.74998, -1.75778, -5.42233], [-3.14096, -0.35005, -9.54328], [5.36374, -4.31372, 6.36575], [-4.95905, 0.64165, -9.22757], [-5.82780, -0.36812, -9.01012], [0.11823, 1.73164, 0.46386], [-3.55153, 1.26905, -1.76545], [-3.53116, 0.25897, 0.35140], [3.03806, -4.16727, 10.50930], [-2.91472, 1.09714, -8.60778], [4.23930, -3.60254, 6.14207], [-5.91611, -0.40861, -6.29318], [-2.88759, 1.72962, -1.03210], [1.28117, 2.18747, -2.65601], [2.66420, 2.45867, -2.58072], [-2.49209, -0.73805, -5.64566], [-1.36636, 1.61948, -3.12617], [-0.40308, 0.43882, -2.96192], [-4.84506, 0.78296, -10.57999], [2.11455, 1.54624, 1.72190], [4.56906, -2.60222, 5.27299], [3.15717, 2.14646, -3.50474], [-2.12976, 2.18001, 1.47902], [-0.60719, -0.04964, -2.01283], [-4.89163, -0.04452, -4.39726], [-0.90546, 2.37123, -3.76378], [-5.54456, 1.96805, -8.72783], [2.66237, 4.67810, 0.59040], [-4.93943, 2.80651, -9.08407], [-2.07886, -0.20447, -0.44917], [3.81060, -2.90578, 7.44556], [1.59302, 0.21991, -2.21736], [0.14447, 1.52212, 2.45348], [4.43838, -6.22925, 8.05131], [4.08480, -3.52739, 8.69557], [1.79199, 0.80306, 4.46173], [2.82153, 3.51496, -2.39470], [2.37824, -3.82383, 5.04786], [3.01978, -6.81302, 9.60674], [-0.77800, 2.34464, -1.20817], [-3.56455, 0.22962, -8.72505], [-1.93487, 3.34506, -2.02703], [1.40724, 2.77991, 4.39533], [1.50917, 3.53795, 1.98314], [-3.39155, 1.13917, -6.25789], [-3.45268, -0.64907, -7.61136], [2.64602, -0.47379, 3.06052], [-1.83119, 1.15904, 1.24831], [-2.27895, 1.30405, -3.62645], [1.45463, 2.08194, 2.40374], [-0.58730, -0.30515, -3.73397], [2.07686, -4.53248, 8.59827], [1.62988, 3.34113, -0.13496], [-3.47717, 2.50491, -0.54540], [2.69670, -1.00415, 4.73617], [1.51966, 0.59272, -3.95147], [-1.69157, 2.30789, -1.79343]], "energy_ev": -87270.4369}

{"formula": "C21H16N4O3STi", "method": "ωB97M-V with the def2-TZVPD basis set", "species": ["C", "H", "H", "C", "H", "O", "Ti", "H", "H", "H", "C", "C", "H", "H", "C", "H", "C", "C", "C", "C", "C", "N", "H", "O", "H", "C", "C", "H", "C", "C", "H", "H", "H", "C", "C", "O", "N", "N", "C", "C", "C", "H", "N", "C", "S", "C"], "positions_angstrom": [[0.51176, 2.27248, -2.88666], [-6.13879, -0.45468, 5.70229], [6.25523, -2.98921, -4.03731], [-3.63286, 0.71967, 2.37824], [-3.95520, -0.20963, 1.93067], [2.34068, -1.11738, 0.15601], [2.18964, -1.48005, -1.57344], [0.05224, 1.75618, 2.90032], [-2.81933, 4.15762, 3.92763], [5.87314, -5.06333, -5.35022], [1.22635, 1.09971, -3.00650], [-3.03406, 3.17622, 3.52764], [1.58078, 0.74283, -3.96661], [-4.25793, 2.58330, 5.17276], [0.32414, 1.89884, -0.50159], [-0.48702, 3.59964, -1.51849], [1.11961, 0.74525, -0.67329], [-3.84334, 2.29341, 4.21995], [4.24389, -2.90384, -3.33603], [-4.13522, 1.05078, 3.65050], [-0.10951, 2.24100, 0.82482], [1.53496, 0.33985, -1.93872], [0.31535, 2.86852, -3.76530], [2.05003, -2.94981, -2.67458], [1.76959, -5.01091, -4.01384], [0.05751, 2.67106, -1.63402], [-2.45967, 2.80800, 2.31173], [3.60507, -6.11854, -5.36159], [3.80150, -5.21813, -4.79942], [-2.80157, 1.58598, 1.71826], [-4.78889, 0.57789, 6.23782], [1.49097, -0.22334, 2.54224], [-2.47106, 1.35311, 0.71392], [5.06196, -4.62050, -4.78934], [5.28581, -3.46643, -4.06138], [-4.91566, 0.12372, 4.21154], [-1.63215, 3.78848, 1.72792], [3.04714, -3.52511, -3.38411], [2.78407, -4.64660, -4.07785], [0.33347, 1.47271, 1.89598], [1.14358, 0.35670, 1.69757], [-6.18688, 1.29247, 5.37304], [-0.69667, 3.49080, 0.97040], [-5.54066, 0.41858, 5.46319], [4.37681, -1.47830, -2.33077], [1.53114, -0.00903, 0.42664]], "charge": 2, "energy_ev": -68073.7589}

{"formula": "C4H12NS", "method": "ωB97M-V with the def2-TZVPD basis set", "species": ["H", "H", "C", "H", "H", "H", "H", "N", "C", "H", "C", "H", "H", "H", "H", "C", "H", "S"], "positions_angstrom": [[2.40916, -0.62370, -3.35234], [-2.31183, -0.34564, 3.41784], [0.83721, -0.84332, -2.03863], [0.59454, -2.19718, -3.69900], [2.07972, 0.85608, -2.39110], [-0.79786, -2.03772, -2.43595], [-1.31963, 1.22557, 1.65352], [-3.13303, -0.52781, 3.93835], [-0.64359, 0.45477, 1.27794], [-4.00342, -0.05972, 3.74302], [0.23211, -1.85520, -2.72583], [0.33589, -0.50106, -1.12209], [1.22488, 2.18591, 1.34063], [-3.12405, -1.27680, 4.59473], [2.99806, -0.57931, -1.85025], [2.11996, -0.24384, -2.42993], [-0.11109, -0.27131, 1.98076], [0.54267, 1.39031, 0.37815]], "charge": 1, "relative_energy_kj_mol": 751.58}

{"formula": "C7H10Cl2InIrO4", "method": "ωB97M-V with the def2-TZVPD basis set", "species": ["C", "H", "O", "C", "Ir", "H", "H", "In", "H", "C", "H", "H", "Cl", "C", "O", "C", "H", "C", "H", "C", "O", "O", "H", "Cl", "H"], "positions_angstrom": [[1.17874, 0.12204, 2.90468], [0.32959, 0.27388, 3.57487], [0.04405, -0.23647, 0.75698], [-1.93507, -1.11609, 1.93720], [-0.28053, -0.00828, -3.85462], [1.49957, 1.09745, 2.53142], [-1.35175, 0.95193, 1.68256], [1.20910, 0.47375, -1.31780], [-1.98607, -2.03626, 1.35124], [2.13816, 2.74653, -0.12519], [1.99830, -0.28529, 3.49577], [-2.95056, -0.82926, 2.20549], [-1.82347, -1.46195, -2.87129], [0.39841, -1.52381, -4.69510], [0.75464, -2.50770, -5.21028], [0.83874, -0.84260, 1.79318], [-1.85431, 0.14387, 0.17944], [-1.32526, 0.00283, 1.12904], [-1.40738, -1.31604, 2.87233], [0.40853, 1.43822, -4.80642], [0.76853, 2.33303, -5.46903], [2.09239, 3.66657, 0.56398], [0.28565, -1.71532, 2.16815], [-0.77259, 1.84313, -2.09471], [1.74258, -1.21418, 1.29814]], "charge": 4, "energy_ev": -48612.8657, "multiplicity": 5}

{"formula": "H3NO2S", "method": "ωB97M-V with the def2-TZVPD basis set", "species": ["H", "O", "H", "O", "H", "N", "S"], "positions_angstrom": [[0.29427, 0.48036, 1.59970], [0.73204, 1.72790, -0.09507], [-1.55166, 0.05453, -1.13063], [1.99763, -1.20160, -0.25224], [-1.06630, -1.16306, -0.04645], [-0.96284, -0.20958, -0.29766], [0.55686, 0.31144, 0.22236]], "relative_energy_kj_mol": 554.06}

{"formula": "C4H2ClO2", "method": "ωB97M-V with the def2-TZVPD basis set", "species": ["O", "O", "C", "H", "Cl", "C", "C", "H", "C"], "positions_angstrom": [[0.91525, 1.81756, 0.06851], [-2.07187, 1.16283, -0.41970], [-1.50188, 0.12540, -0.23979], [2.28757, -0.52259, -0.61141], [-2.53089, -1.45995, 0.01330], [2.02783, -0.38429, 0.41717], [0.97305, 0.65562, 0.31752], [0.07929, -1.19031, 0.32737], [-0.17834, -0.20427, 0.12704]], "charge": -1, "relative_energy_kj_mol": 352.52}

{"formula": "C34H38BKN7O2PS5", "method": "ωB97M-V with the def2-TZVPD basis set", "species": ["H", "C", "C", "C", "H", "H", "C", "H", "H", "S", "H", "O", "C", "C", "C", "C", "C", "C", "S", "H", "H", "C", "H", "H", "H", "H", "H", "C", "H", "B", "H", "S", "H", "N", "H", "H", "C", "C", "S", "H", "C", "H", "H", "H", "C", "H", "P", "C", "C", "C", "C", "N", "C", "H", "C", "N", "H", "S", "N", "H", "H", "C", "C", "C", "H", "C", "H", "K", "C", "H", "C", "C", "H", "C", "N", "C", "C", "C", "N", "H", "N", "H", "H", "H", "H", "H", "C", "O", "H"], "positions_angstrom": [[0.11783, 5.27271, -0.46826], [-0.89139, -4.81267, 0.58926], [-2.82753, 3.96019, 0.27188], [3.57995, -4.08374, 2.26347], [1.45150, -1.62584, 1.61301], [-2.22464, 0.99039, 1.76291], [-2.04698, -3.72037, -3.59626], [1.06378, 7.18632, 0.74152], [-2.02157, -4.55003, -4.28974], [2.00392, -4.26247, -1.27197], [-3.54731, -2.21214, 1.72572], [-0.87280, -0.77032, 0.07016], [1.29711, 3.36553, -3.38440], [1.50663, 6.04303, 2.50852], [1.45148, 4.79099, 3.08960], [0.93138, 2.42665, 3.16657], [-3.24387, -3.20795, -3.12504], [-2.76935, 1.87385, 1.45247], [3.79360, 2.10741, -5.56769], [-2.84623, -2.34740, 3.36363], [-2.85862, -3.92578, 0.10447], [-2.62645, -2.18687, 2.30818], [-2.31183, 2.86751, -2.09045], [4.72138, -1.80060, -0.91464], [-4.56076, 1.32976, 2.49716], [2.92471, -1.47944, 0.95654], [-1.61172, 0.41816, -1.46339], [-1.06280, 3.19348, -3.80027], [1.91865, 3.12489, -1.36523], [1.32272, -5.29689, 1.83520], [0.09933, -3.49480, -3.50780], [1.91852, -0.04184, -4.70970], [-1.89492, 3.15617, -4.49366], [0.17688, 1.42784, 2.95289], [1.45050, -5.54426, 3.01177], [1.25626, -6.29323, 1.15081], [2.90520, -4.08238, 0.14858], [-1.98059, -1.63611, -1.84847], [3.93761, 1.07190, -2.77596], [1.94659, 6.87291, 3.04742], [-0.86366, -3.13639, -3.16137], [4.43319, -3.29747, -1.80587], [-0.43384, 0.05355, 0.34265], [3.49578, -4.26766, 3.31927], [-1.86669, -0.48011, -0.88650], [5.48517, -3.03424, 1.84671], [-0.37573, 2.47907, 0.18823], [0.38927, 3.87192, 1.12486], [3.20997, 1.05241, -4.35910], [-2.12974, 2.81245, 0.64680], [-0.23334, 3.03015, -1.54051], [2.07239, -0.96360, 1.14973], [-4.13745, 4.15580, 0.68012], [-2.34230, 4.70191, -0.35085], [0.89108, 3.69603, 2.42312], [4.13028, -3.48094, 0.22915], [-4.12652, -1.72702, -1.82712], [0.11472, -2.76615, 3.73415], [2.56980, -4.45822, 1.40579], [0.05982, -0.40846, 3.46977], [5.90151, -3.12754, -0.80928], [4.84137, -2.88664, -0.88577], [-4.08041, 2.07012, 1.86893], [-1.29876, 3.02825, -2.44074], [1.85426, 4.64064, 4.08473], [-4.76763, 3.20932, 1.47989], [-2.84092, -0.29968, -0.41146], [1.69218, -0.79236, -1.75327], [-0.53957, -3.52014, 2.34968], [-5.79151, 3.36347, 1.79891], [-1.97787, -4.02440, 0.71298], [4.55292, -3.48023, 1.54893], [-2.15025, -1.21391, 2.19109], [0.46798, 5.14006, 0.54756], [-0.83261, -2.11821, -2.31241], [1.01200, 6.21813, 1.22371], [-3.21394, -2.14779, -2.23226], [0.23101, 3.35445, -4.27353], [-0.00743, -4.50703, 1.60086], [-4.66904, 5.04927, 0.37515], [-1.75250, -3.22199, 1.81804], [-0.63659, -5.54491, -0.15401], [2.31440, -0.28190, 1.86099], [-4.18923, -3.63300, -3.44142], [0.43395, 3.41273, -5.33502], [2.31210, 3.42132, -3.75881], [1.06482, 3.19298, -2.03087], [0.48183, 0.40405, 3.82234], [1.66959, 2.35737, 3.96720]], "charge": -2, "relative_energy_kj_mol": 59.63}

{"formula": "C5H10NdO3", "method": "ωB97M-V with the def2-TZVPD basis set", "species": ["H", "H", "C", "H", "H", "H", "C", "H", "C", "C", "O", "H", "H", "O", "Nd", "H", "O", "H", "C"], "positions_angstrom": [[3.97622, -0.49883, -0.65772], [2.82228, 0.04768, 1.40602], [-2.58764, 0.47998, 0.44428], [-4.16735, -0.19683, -1.60633], [-1.35722, 1.34082, 1.96546], [-3.26157, 0.11618, 1.25366], [2.54054, 0.62496, 0.49904], [3.15516, 1.54698, 0.50616], [2.91328, -0.19133, -0.75239], [-3.59429, -1.02298, -1.16261], [-2.41361, -0.52666, -0.55296], [-3.29162, -1.72902, -1.94098], [-4.20720, -1.55039, -0.41760], [1.18062, 0.95450, 0.49458], [0.02908, -1.01245, -0.29009], [2.85509, 0.49651, -1.62679], [2.07404, -1.28954, -0.94304], [-3.06164, 1.39043, 0.02498], [-1.30291, 0.72486, 1.05759]], "charge": 1, "relative_energy_kj_mol": 190.40, "multiplicity": 4}

{"formula": "C8H8N", "method": "ωB97M-V with the def2-TZVPD basis set", "species": ["H", "C", "H", "H", "C", "H", "C", "H", "C", "H", "N", "H", "C", "C", "C", "C", "H"], "positions_angstrom": [[-1.87899, 1.97047, 1.79938], [-0.65192, 0.33653, 1.39238], [-0.76070, -0.62169, -1.66847], [-1.88675, 1.41876, 0.05577], [-1.79624, 1.12696, 1.17949], [3.34557, -2.79275, -1.34934], [0.17696, -0.09853, 0.40713], [-2.71948, 0.61222, 1.55400], [1.12520, -0.37122, -1.83108], [-0.12341, 0.19831, 2.32440], [1.29236, -0.77191, 0.66129], [-0.29778, 1.05271, -1.30182], [2.10591, -1.26173, -0.11929], [2.12576, -1.10079, -1.74312], [3.34098, -1.76905, -1.34333], [-0.04112, 0.05501, -1.14569], [4.21398, -1.19687, -1.25481]], "charge": 1, "relative_energy_kj_mol": 0.00, "multiplicity": 3}

{"formula": "CHNS4", "method": "ωB97M-V with the def2-TZVPD basis set", "species": ["S", "S", "S", "H", "C", "N", "S"], "positions_angstrom": [[0.57100, 2.29931, 0.25363], [-1.68456, -1.16736, -0.12843], [0.18737, -1.61653, 0.79316], [1.51664, 0.04512, -0.36942], [-0.62585, 1.25313, 0.04803], [-1.56633, 0.52344, 0.02687], [1.60172, -1.33712, -0.62382]], "relative_energy_kj_mol": 9.13}

{"formula": "C2H3ClF2", "method": "ωB97M-V with the def2-TZVPD basis set", "species": ["Cl", "F", "H", "H", "C", "C", "F", "H"], "positions_angstrom": [[-1.61270, -0.60864, 0.07843], [-0.20578, 1.60282, 0.01537], [0.28985, -0.04506, -1.40995], [1.64266, 1.24937, 0.04051], [1.27420, 0.10990, 0.34500], [-0.10653, 0.29318, -0.43732], [2.12273, -0.86339, -0.11751], [1.22475, 0.06917, 1.50935]], "relative_energy_kj_mol": 210.41}

{"formula": "C4H9FO2", "method": "ωB97M-V with the def2-TZVPD basis set", "species": ["C", "H", "F", "H", "H", "C", "O", "H", "O", "H", "H", "H", "H", "C", "C", "H"], "positions_angstrom": [[-0.96383, -1.16575, 0.35691], [1.33372, -1.34738, -1.26199], [-1.38326, -1.04996, -0.95117], [1.29671, 0.45534, -1.37605], [-1.83260, -0.98390, 0.97754], [1.73672, -0.37223, -0.83409], [-0.47769, 1.65021, -0.90016], [-0.45889, -2.13503, 0.55981], [1.35268, -0.22419, 0.50862], [-1.61579, 1.35189, 0.79136], [-1.14088, 1.05295, -1.27286], [2.81367, -0.37624, -0.87903], [-0.09857, -0.17107, 1.89537], [0.00162, -0.06068, 0.81254], [-0.55158, 1.30959, 0.48671], [-0.01203, 2.06643, 1.08648]], "relative_energy_kj_mol": 81.98}